Density functional theory data (ωB97M-V/def2-TZVPD) for a cluster of 2 separate species, C4H9NO in total at a distorted geometry.

```
! wB97M-V def2-TZVPD RIJCOSX def2/J DEFGRID3
* xyz 0 1
C -0.7635 0.4009 2.0637
C -0.8243 1.2654 1.0025
N -1.9704 1.9885 0.9157
H -1.7332 -0.0655 2.4106
H 0.1871 0.2958 2.6251
H 0.1226 1.6037 0.5079
H -2.7114 1.8900 1.7059
H -1.9954 2.6692 0.1173
C 0.7883 -0.6136 -2.0148
C 1.4673 -1.7517 -1.7548
O 2.3714 -1.9581 -0.6518
H 0.4630 -0.3295 -3.0126
H 0.4621 -0.1547 -1.0575
H 1.7886 -2.3865 -2.6662
H 2.3478 -2.8539 -0.1911
*
```

Properties
- energy (a.u.) = -287.6737
- HOMO level (eV) = -7.62
- gap between HOMO and LUMO (eV) = 8.6141
- F_max (eV/A) = 3.6

Density functional theory data (ωB97M-V/def2-TZVPD) for an isolated molecule of C4H9NO at a distorted geometry.

```
! wB97M-V def2-TZVPD RIJCOSX def2/J DEFGRID3
* xyz 0 1
C 1.4188 0.6092 -0.4137
C 0.1891 0.0248 0.5959
C -1.0815 0.8704 0.6908
O -2.2180 0.3204 0.0580
C 0.1511 -1.0351 -0.6902
N -0.1124 -1.3843 0.6416
H 2.3994 0.1937 -0.1832
H 1.4096 0.7201 -1.5318
H 1.3419 1.6140 -0.0478
H -1.3126 1.0577 1.7546
H -0.9375 1.8512 0.2350
H -2.2416 -0.5998 0.3659
H 1.0166 -1.5146 -1.1657
H -0.6695 -0.8043 -1.3461
H 0.6466 -1.9232 1.0368
*
```

Properties
- energy (a.u.) = -287.6407
- HOMO level (eV) = -8.16
- gap between HOMO and LUMO (eV) = 9.1084
- F_max (eV/A) = 3.5